(1)
This record from OMol25 describes 12 unconnected molecules or ions with the total composition C34H87INO14 in a non-equilibrium geometry. The level of theory is ωB97M-V/def2-TZVPD.

Element x y z (Å)
C  4.036953  3.630499  -1.387758
C  2.774089  2.808074  -1.378970
C  2.131464  2.341645  -2.784013
C  1.951286  0.783696  -3.130515
C  1.099864  0.830790  -4.586040
O  0.249568  -0.119217  -4.978482
O  1.254913  1.971376  -5.550333
C  0.983545  -0.121554  -2.174085
I  1.520423  -2.259947  -2.556270
C  1.142013  0.038916  -0.566079
C  -0.087774  1.008637  0.020780
N  3.143733  -0.043472  -3.473123
O  3.281135  -0.252948  -4.817156
C  4.474195  0.410486  -2.999149
C  4.852377  -0.034642  -1.430839
C  6.476920  0.329023  -1.273210
C  7.322035  -0.845803  -0.482232
H  5.041876  3.290831  -1.883510
H  4.061239  4.671332  -0.807900
H  2.312839  2.595661  -0.312299
H  1.069193  2.874673  -2.895686
H  2.797426  2.834846  -3.644738
H  -0.181244  -0.014261  -2.413790
H  2.197605  0.354456  -0.174382
H  0.922691  -1.032125  -0.086322
H  0.295681  2.076046  0.331975
H  -0.598521  0.536510  0.987620
H  -0.952085  1.168128  -0.752822
H  3.456473  -1.230166  -4.995111
H  5.285240  -0.185143  -3.646650
H  4.745935  1.553185  -3.210049
H  4.735788  -1.191898  -1.301643
H  4.312416  0.615253  -0.624634
H  6.972563  0.631629  -2.298531
H  6.548824  1.304749  -0.589964
H  8.068674  -1.411189  -1.221139
H  8.022336  -0.281307  0.299224
H  6.624091  -1.581344  0.113414
C  -3.003817  2.902090  -3.486427
C  -2.679441  3.855330  -2.354897
O  -1.413781  4.459387  -2.577205
H  -2.236441  2.125305  -3.566945
H  -3.974774  2.424499  -3.327774
H  -3.023267  3.431033  -4.444882
H  -2.639262  3.319023  -1.402129
H  -3.435408  4.642657  -2.276099
H  -1.462571  4.939990  -3.421395
C  -1.563066  4.308798  3.861001
C  -1.201091  4.171736  2.396612
O  -1.285440  2.810532  2.001378
H  -0.892369  3.705217  4.481162
H  -1.498496  5.352047  4.182690
H  -2.579477  3.945365  4.044365
H  -0.177239  4.515365  2.221537
H  -1.875386  4.762214  1.768727
H  -2.200403  2.517451  2.152908
C  4.207814  -4.358726  0.931657
C  2.838353  -4.450251  1.572318
O  1.999055  -3.419768  1.072434
H  4.663463  -3.384243  1.135401
H  4.868580  -5.143785  1.309931
H  4.133478  -4.454206  -0.156531
H  2.914629  -4.332354  2.657347
H  2.370631  -5.417052  1.362290
H  1.931029  -3.538391  0.109462
C  0.573493  -6.922143  -5.008676
C  0.897870  -5.968902  -3.877147
O  2.163530  -5.364845  -4.099455
H  1.340870  -7.698927  -5.089194
H  -0.397464  -7.399733  -4.850024
H  0.554044  -6.393200  -5.967132
H  0.938048  -6.505209  -2.924379
H  0.141903  -5.181575  -3.798348
H  2.114739  -4.884243  -4.943644
C  -6.418513  2.823474  1.976638
C  -5.388501  3.231592  0.943797
O  -4.106054  2.754042  1.322583
H  -6.155130  3.223128  2.961346
H  -7.412235  3.188014  1.701594
H  -6.457349  1.733722  2.075271
H  -5.337223  4.321563  0.864176
H  -5.637884  2.824995  -0.041122
H  -4.160078  1.784749  1.382314
C  -3.135785  0.566196  5.829985
C  -4.332536  0.771913  4.924606
O  -3.967880  0.524540  3.574778
H  -2.317269  1.234534  5.543455
H  -3.399175  0.757511  6.874038
H  -2.756277  -0.457196  5.743739
H  -4.695012  1.801644  4.997214
H  -5.150804  0.098057  5.196515
H  -3.655379  -0.394853  3.519334
C  -6.455886  8.130760  2.131104
C  -5.966168  7.316738  0.951362
O  -6.984641  6.426239  0.520172
H  -6.742765  7.474167  2.958950
H  -5.680515  8.819300  2.478571
H  -7.345404  8.708843  1.860227
H  -5.090633  6.723868  1.232344
H  -5.689524  7.965538  0.114639
H  -7.754581  6.962979  0.264990
C  0.121869  -0.450149  9.119409
C  -1.074882  -0.244432  8.214029
O  -0.710226  -0.491805  6.864202
H  0.940386  0.218189  8.832878
H  -0.141521  -0.258834  10.163461
H  0.501377  -1.473541  9.033162
H  -1.437358  0.785299  8.286637
H  -1.893150  -0.918288  8.485939
H  -0.397725  -1.411198  6.808757
C  0.664823  -5.714407  10.688437
C  0.428840  -4.795930  9.507354
O  1.204612  -3.615060  9.648513
H  0.400561  -5.212462  11.624899
H  0.070282  -6.627752  10.597088
H  1.722537  -5.987803  10.761175
H  -0.625044  -4.507515  9.451230
H  0.702964  -5.286075  8.568103
H  2.139196  -3.881391  9.688948
C  -0.659485  -3.520242  -7.158300
C  -2.021693  -3.011591  -6.734141
O  -2.154328  -3.098808  -5.323113
H  -0.520799  -4.558910  -6.841000
H  -0.542974  -3.463952  -8.244246
H  0.136577  -2.934405  -6.687262
H  -2.813873  -3.613371  -7.189463
H  -2.163055  -1.969381  -7.036456
H  -1.451600  -2.554374  -4.928422
C  2.815402  -2.107104  -9.110600
C  3.532561  -2.309835  -7.791954
O  2.974923  -3.418447  -7.101868
H  1.746837  -1.935454  -8.944917
H  3.230547  -1.253027  -9.653029
H  2.900846  -2.999535  -9.739139
H  3.426138  -1.424388  -7.158184
H  4.599506  -2.494953  -7.949874
H  3.082011  -4.201040  -7.669402

Atoms 1-2, force components in eV/Å:
-2.57 -1.22 0.77
3.24 1.96 -0.13

Calculated values
E_LUMO ... 0.0635 Eh
HOMO-LUMO gap ... 5.8 eV
E_tot ... -74912.5900 eV
Total charge ... -1

---

(2)
This record from OMol25 describes a molecular structure, C24H29N7RuS2Si in a non-equilibrium geometry. The level of theory is ωB97M-V/def2-TZVPD.

Element x y z (Å)
Ru  -0.292189  0.526215  0.729669
C  2.084516  2.248448  3.830447
C  1.373872  1.917665  2.548868
N  0.252858  1.206252  2.624236
N  -0.244893  0.739267  3.850099
C  -1.329904  0.075550  3.604912
N  -2.074275  -0.343163  4.596511
S  -2.022073  -0.168819  1.992466
C  1.628991  2.568300  1.255481
C  2.582601  3.585447  1.095851
C  2.709183  4.190681  -0.134119
C  1.734216  3.973303  -1.087628
C  0.859016  2.893933  -0.934151
N  0.837084  2.214508  0.232779
H  1.742942  3.246250  4.316416
H  3.185891  2.342644  3.806385
H  1.818472  1.535930  4.595242
H  -1.759037  -0.306522  5.586091
H  -2.798034  -1.074367  4.580814
H  3.380637  3.656692  1.787812
H  3.530182  4.765119  -0.421630
H  1.850812  4.359302  -2.065269
H  0.196761  2.531060  -1.704815
N  2.991022  -0.387631  2.133248
C  2.056374  -1.453189  1.983579
N  1.079970  -1.412441  1.152135
C  0.341947  -2.678863  1.106587
C  -0.765288  -2.951875  0.263151
C  -1.269461  -4.264340  0.278187
C  -0.655506  -5.236828  1.061367
C  0.376537  -4.927615  1.967355
C  0.825537  -3.624961  1.983957
S  2.222701  -3.025724  2.859231
H  3.322508  -0.073019  1.221072
H  3.785835  -0.599201  2.742570
H  -1.210258  -2.215173  -0.353546
H  -2.150070  -4.494747  -0.282465
H  -1.063482  -6.334838  1.128303
H  0.944907  -5.598924  2.555187
C  0.501536  0.407670  -4.068773
Si  0.327676  -0.627957  -2.525786
C  1.987784  -0.610481  -1.807418
C  -0.240416  -2.315202  -3.077464
N  -0.922460  0.222302  -1.323922
C  -2.083995  0.696592  -1.841168
C  -2.957464  1.471567  -0.969559
C  -4.180307  1.858844  -1.389080
C  -4.632477  1.583472  -2.690042
C  -3.807558  0.947518  -3.665858
C  -2.643958  0.416008  -3.176534
H  1.470102  0.265079  -4.544510
H  0.422060  1.495984  -3.874606
H  -0.334143  0.198576  -4.665718
H  2.631940  -1.406950  -2.321198
H  2.088925  -0.754077  -0.731271
H  2.484011  0.291572  -2.054574
H  -0.126644  -3.096299  -2.210408
H  0.318620  -2.651429  -3.929212
H  -1.295380  -2.316031  -3.338768
H  -2.472292  1.742697  0.012921
H  -4.798641  2.399406  -0.698571
H  -5.626427  1.894683  -3.028444
H  -4.094338  0.686982  -4.694364
H  -2.097053  -0.204853  -3.872058

Atoms 1-2, force components in eV/Å:
0.11 -0.28 0.59
0.22 1.82 0.89

Calculated values
Spin multiplicity ... 5
E_LUMO (alpha / beta) ... -0.2387 / -0.2909 Eh
HOMO-LUMO gap (alpha / beta) ... 7.4 / 6.1 eV
E_tot ... -67905.1512 eV
Total charge ... +2